Entry 1:
# C28H73F2N10O16S2

A 11-piece molecular cluster, C28H73F2N10O16S2 overall at a distorted geometry (ωB97M-V/def2-TZVPD, OMol25).

ORCA input file:
```
! wB97M-V def2-TZVPD RIJCOSX def2/J DEFGRID3
* xyz 7 1
N -1.2831 -0.3220 0.4999
S -0.6134 -1.7133 0.2643
O 0.3061 -2.1481 1.2768
O -0.3649 -2.1777 -1.0734
F -1.9322 -2.5185 0.6507
S -0.2127 0.5654 -0.4756
O -0.5609 0.7752 -1.8414
O 1.1752 0.5134 -0.0841
F -0.7334 1.9461 0.2282
C -4.3148 -0.0786 -1.7009
C -4.6007 0.7321 -0.4773
O -5.0683 1.8220 -0.4478
N -4.0267 0.1859 0.7945
H -3.0334 -0.1568 0.6780
H -3.9519 0.9796 1.4327
C -4.9878 -0.8322 1.4331
H -4.9677 0.1889 -2.5315
H -4.4441 -1.1596 -1.6281
H -3.2850 0.1583 -1.9840
H -5.9423 -0.3070 1.4069
H -4.7290 -0.9166 2.4863
H -4.9896 -1.8143 0.9758
C -1.9217 1.6920 -5.7710
C -0.4499 1.9880 -5.5693
O 0.4718 1.3322 -5.8675
N -0.0996 3.3529 -4.9318
H -0.8862 3.9411 -4.6640
H 0.4283 3.2574 -4.0597
C 0.6717 4.1993 -5.9850
H -2.3934 2.5720 -6.2128
H -2.3190 1.2723 -4.8501
H -1.9904 0.9687 -6.5825
H 1.5627 3.6883 -6.3437
H 1.0584 5.0462 -5.4231
H -0.1020 4.3782 -6.7258
C -0.8562 -3.4564 -6.2389
C -1.0278 -2.6068 -5.0041
O -1.7930 -1.6996 -4.9272
N 0.0533 -2.6605 -3.9440
H -0.4151 -2.5168 -3.0380
H 0.3225 -3.6415 -3.8510
C 1.1303 -1.5665 -4.0012
H 0.1389 -3.4374 -6.6928
H -1.6377 -3.2219 -6.9535
H -0.8499 -4.5032 -5.9103
H 1.5714 -1.7634 -4.9784
H 1.8425 -1.7851 -3.2145
H 0.6365 -0.6025 -4.0366
C -2.2022 -0.9182 5.3003
C -1.0454 -0.9283 4.3485
O -0.1843 -1.7285 4.3291
N -1.1151 0.2674 3.3599
H -1.4274 0.0064 2.3936
H -1.9214 0.8852 3.4935
C 0.1782 1.0767 3.3842
H -2.1121 -0.2269 6.1407
H -2.2092 -1.8897 5.7970
H -3.1443 -0.8841 4.7500
H 0.3861 1.5621 4.3350
H 0.2245 1.7433 2.5288
H 0.9545 0.3205 3.2674
C 3.4692 2.7026 0.2025
C 4.5976 3.6606 0.6026
O 5.7356 3.4662 0.3563
N 4.2675 4.8177 1.5238
H 3.4578 4.6557 2.1126
H 5.1658 4.9148 2.0078
C 4.1341 6.1403 0.7466
H 3.8978 1.8164 -0.2626
H 3.0529 3.2011 -0.6839
H 2.7271 2.4225 0.9474
H 3.2530 6.1603 0.1128
H 5.0516 6.2164 0.1649
H 4.1277 6.9152 1.5107
C -2.7315 4.5014 -0.5944
C -2.7442 5.8253 0.1632
O -3.7000 6.5035 0.2960
N -1.4278 6.3933 0.5816
H -1.0640 5.9751 1.4371
H -0.7025 6.1336 -0.0916
C -1.4230 7.9549 0.4181
H -2.3064 4.6791 -1.5857
H -3.6902 4.0196 -0.7714
H -2.0931 3.7621 -0.0980
H -2.1012 8.2991 1.1957
H -1.8700 8.2730 -0.5215
H -0.3968 8.2857 0.5444
C -5.7247 -3.9828 4.8538
C -4.9009 -4.1712 3.6199
O -4.2879 -3.3215 3.0401
N -4.7859 -5.6263 3.1553
H -4.1613 -5.9336 3.9147
H -5.6046 -6.1744 3.4430
C -4.1921 -5.9255 1.7813
H -5.1232 -4.0497 5.7635
H -6.4958 -4.7500 4.9517
H -6.2353 -3.0224 4.8031
H -4.7911 -5.3633 1.0699
H -4.3710 -6.9906 1.6505
H -3.1460 -5.6441 1.7465
C 1.4837 -5.2776 2.3491
C 2.9101 -5.3264 2.7969
O 3.2351 -5.2048 3.9254
N 3.9222 -5.2953 1.6480
H 3.5043 -4.8965 0.8121
H 4.7641 -4.7983 1.9357
C 4.3037 -6.7415 1.2876
H 1.2188 -6.2592 1.9414
H 1.2366 -4.5842 1.5439
H 0.8756 -5.0794 3.2274
H 4.9843 -7.1377 2.0382
H 4.9160 -6.6657 0.3879
H 3.4292 -7.3428 1.0582
C 3.4065 -1.3666 1.2618
C 4.6703 -0.6160 0.9410
O 5.0427 -0.3426 -0.1434
N 5.5258 -0.1294 2.1427
H 4.9935 0.5362 2.7048
H 5.6451 -0.9372 2.7554
C 6.8711 0.5745 1.8484
H 2.5647 -0.6782 1.3045
H 3.5050 -1.7770 2.2699
H 3.3005 -2.1063 0.4730
H 6.7382 1.5967 1.5135
H 7.3367 -0.0511 1.0907
H 7.3134 0.4328 2.8327
O 2.2070 1.2586 -2.7415
C 2.6743 1.9110 -3.8893
O 2.6058 3.1703 -3.9533
O 3.3327 1.2238 -4.6676
H 1.6484 1.9347 -2.3374
*
```

## Properties
Maximum force in eV/Å: 6.44
Lowest unoccupied orbital energy in eV: -15.27
Frontier orbital gap in eV: 4.83
Energy relative to the best compared isomer or geometry (same formula, charge and spin) in eV: 1.841
DFT total energy in hartree: -3854.97048

Entry 2:
# C28H73F3N2O14P

A 12-piece molecular cluster, C28H73F3N2O14P overall at a distorted geometry (ωB97M-V/def2-TZVPD, OMol25).

ORCA input file:
```
! wB97M-V def2-TZVPD RIJCOSX def2/J DEFGRID3
* xyz 1 1
C 7.0539 -3.7893 1.8818
C 8.2994 -2.9641 1.5353
C 7.9141 -1.7634 0.6235
C 8.2593 -0.4316 1.3041
C 7.5821 0.8038 0.6877
C 6.0378 0.7067 0.6417
C 5.3233 1.8631 1.3894
C 4.5151 2.7516 0.4326
C 3.1633 2.1006 0.0510
C 1.9408 2.9542 0.4276
C 1.8119 3.2324 1.9256
C 0.3983 3.7639 2.3125
C -0.4378 2.7718 3.1615
C -1.6064 2.0809 2.4190
C -2.7831 3.0716 2.2055
C -4.1429 2.3749 1.9250
C -5.1695 3.2801 1.1777
C -6.4963 2.5276 0.8877
C -6.8523 2.0324 -0.5532
C -6.7145 0.5217 -0.6852
N -5.3459 0.1587 -1.0942
N -4.6816 1.1703 -1.6337
C -3.4862 0.9404 -2.0948
P -2.7026 2.3329 -2.9807
O -1.2633 2.1058 -3.1791
O -3.4079 2.3024 -4.4266
O -3.1138 3.7212 -2.3609
C -2.7868 -0.2852 -1.9972
C -3.5026 -1.3828 -1.4042
C -2.8571 -2.7429 -1.2760
C -2.7101 -3.2496 0.1682
C -1.4091 -2.8224 0.7998
F -0.3558 -3.2964 0.1433
F -1.3108 -1.5004 0.9285
F -1.3389 -3.3381 2.0524
C -4.8446 -1.0889 -0.9887
C -5.7457 -2.1590 -0.4254
H 7.3069 -4.6662 2.4828
H 6.5895 -4.1335 0.9556
H 6.3403 -3.1847 2.4471
H 8.7609 -2.5943 2.4490
H 9.0101 -3.6040 1.0071
H 6.8425 -1.8338 0.4301
H 8.4673 -1.8230 -0.3162
H 8.0227 -0.4810 2.3737
H 9.3459 -0.3083 1.2443
H 7.9760 0.9103 -0.3275
H 7.8852 1.6724 1.2764
H 5.7223 -0.2317 1.0990
H 5.7101 0.7104 -0.4002
H 6.0420 2.4854 1.9270
H 4.6430 1.4292 2.1282
H 4.3061 3.7210 0.8924
H 5.0953 2.9217 -0.4765
H 3.1222 1.9736 -1.0338
H 3.0484 1.0965 0.4714
H 1.9319 3.8765 -0.1616
H 1.0721 2.3544 0.1468
H 2.5199 4.0054 2.2298
H 2.0323 2.3263 2.4947
H -0.1642 4.0126 1.4041
H 0.4930 4.6893 2.8828
H 0.2503 2.0223 3.5599
H -0.8798 3.2808 4.0212
H -1.2410 1.7056 1.4591
H -1.9266 1.2015 2.9838
H -2.5472 3.6988 1.3415
H -2.8569 3.7208 3.0780
H -3.9719 1.4444 1.3734
H -4.5482 2.1771 2.9203
H -4.7371 3.7912 0.3154
H -5.4213 4.0620 1.9020
H -6.5898 1.7008 1.5981
H -7.2968 3.2158 1.1403
H -7.9174 2.2465 -0.6710
H -6.3394 2.5646 -1.3517
H -7.3516 0.1368 -1.4861
H -6.9962 0.0876 0.2717
H -4.0553 3.0180 -4.5143
H -2.4182 4.0429 -1.7587
H -1.7773 -0.3987 -2.3750
H -3.4735 -3.4542 -1.8350
H -1.8790 -2.7191 -1.7564
H -3.5098 -2.9305 0.8347
H -2.7244 -4.3410 0.1595
H -5.7964 -2.0196 0.6587
H -5.3392 -3.1494 -0.6056
H -6.7387 -2.1206 -0.8677
O -2.9508 -0.6912 -6.1430
H -3.1538 0.1265 -5.6732
H -1.9950 -0.7936 -6.0574
O -5.1885 -2.6227 -5.2197
H -4.4885 -3.0816 -4.7471
H -4.7126 -1.9536 -5.7279
O -0.7445 -2.8543 4.7811
H -1.4607 -2.9657 5.4130
H -1.1259 -3.0645 3.9235
O 1.3746 -4.6251 2.6193
H 0.9391 -4.5457 1.7676
H 0.6968 -4.4126 3.2693
O 10.2288 -3.9979 3.9481
H 10.2415 -4.8435 3.4854
H 9.9850 -4.2232 4.8522
O 1.1805 0.5590 -4.0210
H 0.8867 0.7540 -4.9183
H 0.4600 0.8735 -3.4690
O -3.3426 0.2312 -8.9490
H -3.1358 0.2012 -8.0062
H -3.5276 1.1538 -9.1461
O -8.8759 2.8159 2.7116
H -9.6644 2.2637 2.6812
H -8.3410 2.4187 3.4065
O 13.1871 -4.9311 4.4872
H 12.3995 -4.5187 4.1117
H 12.9507 -5.1225 5.3987
O -0.3796 2.7032 -5.9528
H -0.9239 2.6872 -5.1531
H -0.9979 2.6263 -6.6862
O -3.5119 -5.4171 -2.7915
H -4.2699 -5.5735 -3.3654
H -3.0127 -6.2400 -2.8341
*
```

## Properties
Maximum force in eV/Å: 2.72
Lowest unoccupied orbital energy in eV: -4.96
Frontier orbital gap in eV: 6.57
DFT total energy in hartree: -2914.33367